No. 1
{"formula": "C46H49F3GeN4O6RbS", "method": "ωB97M-V/def2-TZVPD", "e_above_lowest_ev": 0.476, "gap_ev": [7.005, 7.700], "spin_multiplicity": 2, "fmax_ev_per_a": 1.53, "homo_ev": [-6.8978, -8.1752], "symbols": ["Rb", "C", "O", "C", "C", "O", "C", "C", "O", "C", "H", "H", "H", "H", "H", "H", "H", "H", "H", "H", "H", "H", "H", "H", "N", "C", "C", "N", "C", "C", "N", "C", "C", "N", "H", "H", "H", "H", "H", "H", "C", "C", "C", "C", "C", "C", "Ge", "C", "C", "C", "C", "C", "C", "C", "C", "C", "C", "C", "C", "H", "H", "H", "H", "H", "H", "H", "H", "H", "H", "H", "H", "H", "H", "H", "O", "S", "C", "C", "C", "C", "C", "C", "C", "C", "C", "C", "C", "C", "C", "C", "H", "H", "H", "H", "H", "H", "H", "H", "H", "H", "H", "H", "H", "H", "F", "C", "F", "F", "C", "O", "O"], "positions_angstrom": [[-0.1632, 0.4455, 0.5059], [-2.0652, -2.8628, -0.0500], [-2.0365, -1.5680, -0.6293], [-2.7707, -1.4877, -1.8225], [-2.9716, -0.0274, -2.1652], [-1.7554, 0.6969, -2.2744], [-0.9397, 0.3528, -3.3897], [0.4257, -0.0975, -2.9362], [1.1175, 1.0368, -2.4529], [2.4565, 0.7472, -2.1083], [-3.0947, -3.1514, 0.1883], [-1.4895, -2.8180, 0.8699], [-1.6401, -3.6085, -0.7323], [-3.7567, -1.9591, -1.7123], [-2.2451, -2.0248, -2.6268], [-3.5240, 0.4493, -1.3555], [-3.5617, 0.0575, -3.0869], [-0.8294, 1.2419, -4.0198], [-1.4044, -0.4280, -3.9965], [0.9714, -0.5534, -3.7744], [0.3332, -0.8598, -2.1518], [3.0002, 0.3224, -2.9605], [2.5074, 0.0370, -1.2750], [2.9239, 1.6798, -1.7981], [3.0520, 0.6729, 4.4310], [3.1422, -0.6270, 4.8648], [2.6648, -1.3821, 3.8404], [2.2815, -0.5835, 2.7901], [2.5361, 0.6419, 3.1711], [2.3190, 1.8523, 2.3889], [2.3352, 1.9354, 1.0785], [2.0760, 3.2550, 0.7898], [1.9107, 3.9667, 1.9358], [2.0726, 3.0620, 2.9582], [3.4015, 1.4820, 4.9119], [3.5331, -0.8838, 5.8331], [2.5701, -2.4528, 3.7969], [1.9820, 3.6078, -0.2241], [1.6677, 4.9996, 2.1119], [1.8618, 3.2239, 3.9275], [0.7065, -6.1721, 2.4939], [1.6859, -6.3269, 1.5225], [2.1945, -5.2132, 0.8703], [1.7490, -3.9279, 1.1898], [0.7594, -3.7867, 2.1612], [0.2413, -4.9031, 2.8067], [2.4659, -2.4002, 0.2038], [2.3966, -2.8680, -1.6915], [3.4601, -2.6141, -2.5578], [3.3586, -2.8957, -3.9140], [2.1865, -3.4335, -4.4271], [1.1181, -3.6942, -3.5768], [1.2254, -3.4110, -2.2238], [4.2983, -1.9636, 0.7018], [4.8174, -0.6885, 0.4821], [6.1240, -0.3850, 0.8362], [6.9304, -1.3523, 1.4214], [6.4221, -2.6211, 1.6581], [5.1137, -2.9216, 1.3029], [0.3018, -7.0404, 2.9988], [2.0480, -7.3149, 1.2658], [2.9399, -5.3541, 0.0938], [0.3734, -2.8063, 2.4103], [-0.5348, -4.7720, 3.5508], [4.3817, -2.1923, -2.1687], [4.1974, -2.6992, -4.5705], [2.1079, -3.6552, -5.4840], [0.2041, -4.1231, -3.9703], [0.3875, -3.6211, -1.5672], [4.1877, 0.0917, 0.0684], [6.5111, 0.6121, 0.6638], [7.9500, -1.1154, 1.6990], [7.0431, -3.3777, 2.1217], [4.7238, -3.9138, 1.5067], [-0.9260, 2.8259, 0.3915], [-2.3854, 2.6562, 0.1159], [-3.2583, 3.3259, 1.5621], [-2.9016, 4.7339, 1.9111], [-3.8189, 5.7662, 1.7374], [-3.4748, 7.0779, 2.0340], [-2.2015, 7.3685, 2.5009], [-1.2844, 6.3414, 2.6844], [-1.6306, 5.0304, 2.4002], [-2.7845, 3.9156, -1.1740], [-1.5568, 4.7084, -1.5214], [-1.3699, 5.9963, -1.0359], [-0.2052, 6.6922, -1.3293], [0.7845, 6.1026, -2.1013], [0.6066, 4.8105, -2.5796], [-0.5577, 4.1186, -2.2886], [-2.9689, 2.6206, 2.3462], [-4.3245, 3.2045, 1.3565], [-4.8157, 5.5388, 1.3756], [-4.2003, 7.8704, 1.9023], [-1.9265, 8.3897, 2.7316], [-0.2925, 6.5690, 3.0563], [-0.9226, 4.2236, 2.5381], [-3.5882, 4.5545, -0.8089], [-3.1385, 3.3402, -2.0286], [-2.1286, 6.4536, -0.4130], [-0.0717, 7.6970, -0.9478], [1.6916, 6.6478, -2.3310], [1.3769, 4.3335, -3.1736], [-0.6730, 3.0972, -2.6267], [-3.5890, -1.7088, 2.9615], [-3.2650, -0.4204, 2.7962], [-3.7927, -0.0359, 1.5992], [-3.9148, 0.2804, 3.7388], [-1.7245, -0.1557, 2.7829], [-1.0281, -1.1220, 2.4427], [-1.3933, 1.0143, 3.0301]]}

---

No. 2
{"formula": "C4H9N2OP", "method": "ωB97M-V/def2-TZVPD", "e_above_lowest_ev": 4.252, "gap_ev": [7.885, 8.166], "fmax_ev_per_a": 8.36, "homo_ev": [-8.1554, -8.4566], "smiles": "CC/C(P)=N/NC=O", "symbols": ["C", "C", "C", "P", "N", "N", "C", "O", "H", "H", "H", "H", "H", "H", "H", "H", "H"], "positions_angstrom": [[0.7325, -2.2530, -0.4095], [0.6633, -0.9532, -1.3022], [-0.1502, 0.0387, -0.7347], [-1.9316, 0.2001, -1.1750], [0.5361, 0.5538, 0.6233], [-0.2730, 1.2316, 1.4984], [0.1902, 2.1358, 2.3769], [1.3597, 2.3591, 2.5551], [1.0483, -3.0753, -0.9486], [-0.2108, -2.1917, -0.0041], [1.4908, -2.1806, 0.2972], [1.7709, -0.6160, -1.3498], [0.4040, -1.4254, -2.1945], [-1.5381, 0.5840, -2.6014], [-2.0614, 1.5644, -0.8689], [-1.3788, 1.2958, 1.4392], [-0.6518, 2.7319, 2.7985]]}

---

No. 3
{"formula": "C24H33NO3", "method": "ωB97M-V/def2-TZVPD", "e_above_lowest_ev": 0.605, "gap_ev": 9.172, "fmax_ev_per_a": 0.70, "homo_ev": -8.4849, "smiles": "Cc1ccccc1[C@H](OC[C@H](O)CN1CCCC[C@H]1CCO)c1ccccc1", "symbols": ["C", "C", "C", "C", "C", "C", "C", "C", "O", "C", "C", "O", "C", "N", "C", "C", "C", "C", "C", "C", "C", "O", "C", "C", "C", "C", "C", "C", "H", "H", "H", "H", "H", "H", "H", "H", "H", "H", "H", "H", "H", "H", "H", "H", "H", "H", "H", "H", "H", "H", "H", "H", "H", "H", "H", "H", "H", "H", "H", "H", "H"], "positions_angstrom": [[4.0808, -2.2943, -1.7057], [2.9501, -3.2756, -1.6573], [3.2110, -4.6224, -1.8738], [2.2025, -5.5675, -1.8472], [0.9027, -5.1658, -1.6042], [0.6265, -3.8282, -1.3834], [1.6343, -2.8733, -1.4007], [1.3308, -1.3996, -1.1609], [2.0081, -0.9942, 0.0290], [2.4875, 0.3238, 0.0328], [1.4096, 1.4060, 0.1801], [2.0047, 2.6485, -0.1162], [0.8102, 1.4434, 1.5930], [-0.0956, 2.5796, 1.6735], [-0.0406, 3.3261, 2.9182], [-0.7463, 2.6263, 4.0818], [-2.2046, 2.3889, 3.7039], [-2.2712, 1.5981, 2.3998], [-1.4637, 2.2608, 1.2703], [-2.1479, 3.5133, 0.7047], [-3.2515, 3.1609, -0.2941], [-3.9055, 4.2998, -0.8001], [-0.1518, -1.1211, -1.0682], [-0.8390, -1.4169, 0.1042], [-2.1972, -1.1754, 0.2003], [-2.8830, -0.6280, -0.8719], [-2.2055, -0.3318, -2.0422], [-0.8470, -0.5803, -2.1414], [5.0114, -2.7956, -1.9602], [3.8915, -1.5211, -2.4505], [4.1975, -1.8080, -0.7397], [4.2274, -4.9344, -2.0690], [2.4308, -6.6091, -2.0186], [0.1010, -5.8892, -1.5853], [-0.3940, -3.5291, -1.1998], [1.7401, -0.8300, -2.0122], [3.1775, 0.3845, 0.8793], [3.0474, 0.5446, -0.8876], [0.6057, 1.2076, -0.5476], [1.4295, 3.3137, 0.2913], [1.6284, 1.5885, 2.3025], [0.3314, 0.4816, 1.8095], [1.0088, 3.5109, 3.1612], [-0.5174, 4.2952, 2.7418], [-0.6762, 3.2416, 4.9802], [-0.2569, 1.6707, 4.2837], [-2.7104, 3.3497, 3.5888], [-2.7187, 1.8380, 4.4946], [-3.3061, 1.4776, 2.0795], [-1.8607, 0.6009, 2.5750], [-1.3858, 1.5411, 0.4471], [-1.3903, 4.1151, 0.1944], [-2.5802, 4.1201, 1.5004], [-4.0345, 2.5733, 0.1895], [-2.8287, 2.5608, -1.1138], [-3.2517, 4.8699, -1.2203], [-0.2910, -1.8451, 0.9307], [-2.7260, -1.4192, 1.1101], [-3.9427, -0.4349, -0.7966], [-2.7368, 0.0921, -2.8818], [-0.3220, -0.3519, -3.0586]]}